[1]
Computed, not measured: a molecular structure, C36H10Cl5F15GeN3O2RhS, with ωB97M-V with the def2-TZVPD basis set.

Results
- Energy relative to the best compared isomer or geometry (same formula, charge and spin): 7.3 kcal per mole

Cartesian coordinates (Å):
Rh 1.05285 1.32629 -1.19253
O 1.52308 4.17091 1.63433
C 1.57173 3.19124 0.90246
N 0.99754 3.03891 -0.29492
C 0.04126 4.00846 -0.77415
C -0.56335 3.49425 -2.05725
C -1.56700 4.18171 -2.72691
C -2.08941 3.65987 -3.89111
C -1.59411 2.45854 -4.38273
C -0.60160 1.81867 -3.67768
N -0.09216 2.32704 -2.54463
C 2.34932 1.94423 1.27443
C 3.04455 1.83527 2.46157
C 3.68195 0.63733 2.75009
C 3.62526 -0.40213 1.83365
C 2.92886 -0.21491 0.65213
N 2.30033 0.93080 0.38854
H 0.51637 4.98144 -0.94531
H -0.75557 4.18187 -0.04004
H -1.92949 5.11372 -2.31698
H -2.88373 4.17788 -4.41118
H -1.97659 2.01682 -5.29082
H -0.19236 0.87698 -4.00726
H 3.05081 2.68891 3.12511
H 4.21611 0.51377 3.68327
H 4.10928 -1.34932 2.02065
H 2.86636 -0.98095 -0.11073
Cl 3.40461 -1.10848 -7.49303
C 2.74574 -0.91950 -5.91369
C 3.13123 0.15192 -5.11627
Cl 4.27469 1.30616 -5.68356
C 2.58877 0.28887 -3.84706
Cl 3.07601 1.61517 -2.81712
C 1.65880 -0.61310 -3.30483
O 1.14958 -0.49225 -2.12553
C 1.27758 -1.68538 -4.14484
Cl 0.11057 -2.78939 -3.52231
C 1.81335 -1.83534 -5.41405
Cl 1.31954 -3.16026 -6.39247
F -3.09916 -2.70535 -0.05854
C -1.83176 -3.14241 -0.12692
C -0.80637 -2.42423 0.46308
C 0.46779 -2.92619 0.28162
F 1.52930 -2.25651 0.77572
C 0.73114 -4.09252 -0.41190
F 1.98011 -4.53146 -0.56436
C -0.32437 -4.79898 -0.96165
F -0.09757 -5.92427 -1.63150
C -1.61690 -4.32076 -0.82078
F -2.63374 -4.99062 -1.36188
Ge -1.10607 -0.65766 1.27102
S -1.00872 0.69534 -0.43563
C -2.92888 -0.60248 2.00879
C -3.85159 0.41470 1.82236
F -3.53277 1.53415 1.16934
C -5.14684 0.33457 2.31216
F -6.01070 1.32979 2.11332
C -5.54353 -0.78573 3.01953
F -6.78248 -0.87206 3.49171
C -4.64171 -1.81200 3.24641
F -5.01505 -2.88446 3.94211
C -3.36113 -1.69609 2.74152
F -2.51113 -2.70764 2.98256
C -0.03741 -0.42189 2.89696
C -0.02080 0.84032 3.46866
F -0.60414 1.86080 2.82956
C 0.54348 1.10111 4.70477
F 0.56069 2.33254 5.20940
C 1.10986 0.05524 5.41313
F 1.66367 0.27873 6.60076
C 1.09566 -1.22466 4.88570
F 1.62950 -2.22916 5.57892
C 0.51684 -1.44747 3.64650
F 0.50399 -2.70873 3.21034

---

[2]
Computed, not measured: 16 unconnected molecules or ions with the total composition C36H111N7O16 in a non-equilibrium geometry, with ωB97M-V with the def2-TZVPD basis set.

Results
- Energy relative to the best compared isomer or geometry (same formula, charge and spin): 0.0 kcal per mole

Cartesian coordinates (Å):
O -2.86233 0.32686 -3.30819
H -3.63679 -0.19446 -3.06569
H -2.72668 0.95835 -2.54901
O -0.47426 -1.55118 2.98848
H -1.05034 -2.27622 3.28241
H -0.73530 -1.40839 2.05941
O -1.13033 -2.04009 -3.95194
H -1.90274 -1.51290 -3.68692
H -1.46787 -2.67212 -4.59797
O -0.06461 0.63217 -4.35715
H -0.89371 0.47348 -3.88111
H 0.13994 -0.21546 -4.76076
O 1.52539 2.25622 -2.58226
H 0.88564 1.84456 -3.18920
H 1.72312 1.55518 -1.92878
C 1.23951 0.96612 4.98886
C 2.32659 0.09489 4.38856
O 1.93456 -1.25582 4.29604
H 0.25964 0.69840 4.59666
H 1.51327 2.00609 4.77987
H 1.26821 0.87358 6.07559
H 3.19621 0.13938 5.05404
H 2.67150 0.50468 3.42555
H 1.08333 -1.26844 3.81164
C -4.53035 -3.65606 -1.85328
C -5.56588 -2.83661 -1.06733
O -6.61867 -2.32326 -1.87019
H -4.95073 -4.58178 -2.24877
H -3.69631 -3.90999 -1.19678
H -4.17256 -3.03180 -2.67476
H -5.01011 -2.05215 -0.56108
H -6.04401 -3.48406 -0.32822
H -6.94621 -3.01894 -2.44624
C -2.10822 1.09592 3.79217
C -2.18611 2.39072 4.57201
O -2.31947 3.46164 3.63031
H -1.17639 1.09139 3.22150
H -2.93287 0.97091 3.09144
H -2.07668 0.18732 4.39485
H -1.30147 2.52340 5.20225
H -3.03878 2.41310 5.25833
H -2.52647 4.25214 4.13993
C 5.37532 0.91207 -4.66998
C 4.51753 -0.19021 -4.09658
O 3.59306 -0.65630 -5.08081
H 5.88108 1.51742 -3.91514
H 4.81444 1.64815 -5.25102
H 6.11072 0.50166 -5.36533
H 3.94754 0.15356 -3.22895
H 5.17847 -1.01800 -3.80517
H 2.92049 -1.13604 -4.54935
C 2.05149 -4.06247 -4.53327
C 2.10845 -3.33667 -3.18164
C 3.48260 -3.51528 -2.54812
O 3.47567 -2.82790 -1.30372
C 4.74603 -2.89146 -0.68942
N 1.69086 -1.94690 -3.29979
H 2.12509 -5.13980 -4.38726
H 2.85234 -3.72134 -5.19418
H 1.13410 -3.81372 -5.06969
H 1.39803 -3.87128 -2.52947
H 4.23549 -3.09198 -3.22053
H 3.62152 -4.57801 -2.32678
H 4.71484 -2.47373 0.31544
H 5.51810 -2.42070 -1.30254
H 5.02411 -3.94253 -0.53521
H 1.79517 -1.57039 -2.36843
H 0.70637 -1.91431 -3.56327
C 0.78625 -4.57367 1.57224
C -0.40888 -4.77502 0.61406
C 0.04897 -4.80706 -0.82571
O -1.10820 -4.70663 -1.62881
C -0.88358 -5.00039 -2.99332
N -1.11159 -6.01500 1.00788
H 1.48366 -5.41102 1.50008
H 0.44012 -4.44771 2.59815
H 1.33973 -3.64832 1.39065
H -1.02672 -3.89470 0.80862
H 0.60481 -5.73963 -0.99460
H 0.77639 -4.00329 -0.99838
H -0.12286 -4.37471 -3.46364
H -1.83377 -4.83878 -3.50596
H -0.68304 -6.07249 -3.09263
H -1.68107 -6.19634 0.17552
H -0.47744 -6.81093 0.99396
C 0.86018 1.23409 0.74949
C 1.34112 -0.09881 0.17076
C 0.22265 -0.92403 -0.46130
O -0.94925 -0.85173 0.33573
C -2.08301 -1.36204 -0.34877
N 2.41334 0.13418 -0.78813
H 0.35007 1.13622 1.70804
H 0.15101 1.75150 0.09390
H 1.68097 1.94293 0.85994
H 1.66105 -0.57966 1.11000
H 0.41112 -1.98832 -0.65198
H 0.07869 -0.48792 -1.46148
H -2.54625 -0.60063 -0.98135
H -2.81915 -1.59759 0.42156
H -1.84006 -2.25597 -0.92857
H 3.25011 0.61080 -0.43304
H 2.79970 -0.79774 -0.96013
C 5.32203 5.09505 0.43244
C 5.71771 3.67015 0.17310
C 4.57361 2.70662 0.53077
O 4.82192 1.33348 0.26625
C 5.79485 0.70738 1.07463
N 6.22166 3.48403 -1.19491
H 4.72614 5.58528 -0.33749
H 6.18914 5.74264 0.59117
H 4.83023 5.18680 1.40508
H 6.55618 3.39231 0.82322
H 3.70060 2.98126 -0.06895
H 4.30906 2.76418 1.59396
H 6.65575 1.36129 1.23631
H 6.12713 -0.22270 0.62349
H 5.42027 0.49350 2.08180
H 5.45193 3.77458 -1.79816
H 6.35261 2.48912 -1.35365
C 1.97078 4.25112 3.30228
C 1.12260 5.09211 2.36765
C 1.95520 5.75535 1.24629
O 1.23049 6.69261 0.48605
C 1.18000 7.97540 1.06856
N -0.00882 4.34261 1.81703
H 2.41053 3.37254 2.82296
H 1.28962 3.81395 4.03936
H 2.73304 4.84446 3.80481
H 0.64595 5.86356 2.99460
H 2.21963 4.94289 0.56969
H 2.82189 6.21054 1.73154
H 0.80358 7.92278 2.09750
H 0.52950 8.58846 0.45286
H 2.17076 8.43267 1.17470
H -0.61812 4.05888 2.58202
H -0.57941 5.05684 1.36419
C -3.45613 3.31000 0.57538
C -3.59566 2.46452 -0.72452
C -4.33936 3.26190 -1.78491
O -5.63432 3.53731 -1.29338
C -6.37326 4.29872 -2.21632
N -2.25300 2.03080 -1.14897
H -4.43909 3.64222 0.90547
H -2.83313 4.17719 0.33711
H -2.89599 2.77595 1.33939
H -4.19619 1.57417 -0.51294
H -4.39373 2.79821 -2.77517
H -3.79535 4.20781 -1.92967
H -6.04959 5.34374 -2.19171
H -7.44019 4.31203 -1.99139
H -6.30692 3.89200 -3.23001
H -1.70011 2.85872 -1.38732
H -1.75624 1.77685 -0.29517
C -4.55506 -4.74189 2.21919
C -3.56529 -3.58009 2.26627
C -4.08103 -2.22752 2.70089
O -5.28001 -1.95037 2.02010
C -5.71175 -0.61483 2.08468
N -2.37421 -3.93807 3.08632
H -5.18827 -4.73292 3.11278
H -4.03412 -5.69592 2.19811
H -5.23517 -4.61836 1.37546
H -3.13085 -3.44128 1.26896
H -3.32331 -1.48356 2.41819
H -4.20500 -2.14548 3.79057
H -6.75098 -0.63114 1.75943
H -5.12353 0.05941 1.45078
H -5.66428 -0.23373 3.11206
H -1.98994 -4.76784 2.64484
H -2.74163 -4.27046 3.97752

---

It is found that the HOMO values, taken in the order of the records, are -8.387, -8.951 eV.